(1)
A structure of composition C31H28N3O6S2Se3Te2Zr in a non-equilibrium geometry, computed with ωB97M-V with the def2-TZVPD basis set.

## Properties
- electronic energy (Ha) = -10397.8536
- HOMO energy (eV) = -4.0
- relative energy (zero: lowest compared OMol25 entry of this formula, charge and spin) (kcal per mole) = 16.9
- total charge = -1
- orbital gap (eV) = 6.145

Last column: Mulliken charge in e.
Atoms and positions in Å:
Zr  0.0827  -1.4581  1.1603  -0.336
C  -2.2913  -3.2708  2.8001  -1.126
O  -1.8732  -1.9500  2.4354  0.916
C  -2.8144  -0.9403  2.5028  0.724
C  -4.0376  -1.0775  3.1261  -0.700
C  -4.9017  0.0159  3.1773  -0.776
C  -4.5254  1.2166  2.6032  -0.872
C  -3.2953  1.3415  1.9700  -0.059
C  -2.4165  0.2678  1.9088  -0.488
N  -1.1776  0.2752  1.2679  0.493
N  -0.5740  1.5822  1.2488  -0.213
C  0.1579  1.7432  0.0198  -0.296
C  1.2092  0.8902  -0.2390  1.653
O  1.5215  -0.0619  0.6655  -1.458
C  1.9339  1.0020  -1.4473  -0.439
C  1.5970  1.9542  -2.3607  -1.113
C  0.5295  2.8582  -2.1176  0.910
C  0.1696  3.8584  -3.0526  -0.977
C  -0.8549  4.7250  -2.7987  -0.520
C  -1.5675  4.6311  -1.5816  -0.830
C  -1.2470  3.6748  -0.6606  -0.727
C  -0.1961  2.7554  -0.9063  0.777
H  -3.1420  -3.5641  2.1819  0.383
H  -2.5414  -3.2998  3.8597  0.341
H  -1.4413  -3.9206  2.6229  0.169
H  -4.3205  -2.0128  3.5854  0.454
H  -5.8598  -0.0832  3.6704  0.399
H  -5.1914  2.0695  2.6451  0.397
H  -2.9920  2.2806  1.5306  0.384
H  2.7314  0.2986  -1.6295  0.531
H  2.1439  2.0293  -3.2943  0.409
H  0.7282  3.9234  -3.9797  0.401
H  -1.1200  5.4850  -3.5227  0.385
H  -2.3728  5.3259  -1.3777  0.418
H  -1.7780  3.6068  0.2787  0.324
Se  1.2502  -3.8479  1.4766  -0.364
Se  2.3846  -4.0041  3.5210  -0.277
Te  0.6131  -3.1477  5.0771  -0.346
Se  0.6384  -0.7140  3.9187  0.032
C  5.5632  -0.8172  -0.9075  -1.631
C  4.5644  -1.4516  -1.8365  0.581
C  4.4629  -1.0553  -3.1657  -0.324
C  3.5088  -1.6118  -4.0085  -0.659
C  2.6674  -2.5970  -3.5178  0.300
C  2.7670  -3.0201  -2.1955  -0.909
C  3.6999  -2.4370  -1.3615  -0.125
S  1.4871  -3.3603  -4.5947  1.361
O  1.7770  -4.7616  -4.6519  -0.733
O  1.4134  -2.5680  -5.7882  -0.726
N  0.0354  -3.2319  -3.8515  -0.338
C  -0.5522  -1.8914  -3.6680  -0.282
C  -1.5679  -1.9681  -2.5334  -1.209
C  -0.8886  -2.0611  -1.1997  1.265
O  0.3321  -1.7568  -1.0778  0.106
O  -1.5217  -2.4104  -0.1600  -0.807
H  5.9736  0.0986  -1.3325  0.354
H  6.3921  -1.4988  -0.7059  0.414
H  5.0968  -0.5765  0.0488  0.301
H  5.1201  -0.2797  -3.5420  0.347
H  3.4082  -1.2900  -5.0358  0.508
H  2.1066  -3.7816  -1.8001  0.497
H  3.7313  -2.7337  -0.3192  0.393
H  -0.0034  -3.8318  -3.0363  0.351
H  -1.0247  -1.5840  -4.5974  0.414
H  0.2128  -1.1546  -3.4096  0.199
H  -2.2452  -2.8167  -2.6421  0.415
H  -2.1882  -1.0687  -2.5129  0.386
Te  0.8146  1.7966  2.7911  0.057
C  -0.4559  2.8489  4.0657  0.236
C  -0.4000  4.1855  4.3613  -0.586
C  -1.3875  4.5891  5.2976  -0.389
C  -2.1693  3.5419  5.6938  -0.623
S  -1.7062  2.0801  4.9513  0.111
H  0.3215  4.8519  3.9096  0.419
H  -1.5110  5.6006  5.6572  0.367
H  -2.9936  3.5645  6.3892  0.378

(2)
A structure of composition C31H28N6O7S2W, computed with ωB97M-V with the def2-TZVPD basis set.

## Properties
- electronic energy (Ha) = -2916.3685
- HOMO energy (eV) = -13.5
- relative energy (zero: lowest compared OMol25 entry of this formula, charge and spin) (kcal per mole) = 0.0
- total charge = +2
- orbital gap (eV) = 5.545

Last column: Mulliken charge in e.
Atoms and positions in Å:
W  -0.9268  -0.3304  -0.0485  2.488
C  0.6559  -3.4779  0.6780  -1.608
O  0.6237  -2.0437  0.8717  -0.088
C  1.8013  -1.4702  1.3250  -0.016
C  2.9776  -2.1624  1.5507  -0.792
C  4.0872  -1.4524  1.9865  -0.910
C  4.0143  -0.0826  2.1982  -0.961
C  2.8286  0.5977  1.9825  -0.406
C  1.7125  -0.1021  1.5378  1.278
N  0.4382  0.5034  1.2964  0.611
N  0.3979  1.7163  1.8078  -0.910
C  -0.6764  2.4603  1.8417  0.689
C  -1.9851  1.8510  1.7769  0.403
O  -2.0641  0.6153  1.4326  -0.392
C  -3.1313  2.5755  2.1666  -1.214
C  -2.9908  3.8938  2.4847  -0.718
C  -1.7310  4.5693  2.5157  0.605
C  -1.6604  5.9280  2.8508  -0.920
C  -0.4377  6.5653  2.8957  -0.713
C  0.7258  5.8552  2.6067  -0.804
C  0.6754  4.5158  2.2643  -0.331
C  -0.5514  3.8593  2.2212  0.637
H  0.8116  -3.9658  1.6398  0.406
H  1.4476  -3.7386  -0.0230  0.563
H  -0.2954  -3.7746  0.2420  0.581
H  3.0455  -3.2279  1.3940  0.493
H  5.0140  -1.9796  2.1615  0.469
H  4.8833  0.4572  2.5454  0.485
H  2.7582  1.6578  2.1674  0.555
H  -4.0921  2.0817  2.1604  0.588
H  -3.8756  4.4721  2.7240  0.444
H  -2.5698  6.4683  3.0752  0.466
H  -0.3787  7.6122  3.1558  0.425
H  1.6813  6.3598  2.6493  0.448
H  1.5840  3.9775  2.0346  0.359
N  -2.0742  -1.8167  1.1188  -0.408
C  -3.4413  -2.0702  0.6071  -0.511
C  -3.8835  -0.8263  -0.1358  0.525
O  -5.0170  -0.4275  -0.1393  -0.596
N  -2.8333  -0.2447  -0.8443  -0.179
C  -3.2112  0.9294  -1.5986  -0.681
C  -2.2004  2.0073  -1.3053  0.168
O  -2.2444  3.1784  -1.4054  -0.497
O  -1.0234  1.3757  -0.8425  -0.524
H  -1.5555  -2.6824  1.2185  0.195
H  -2.1434  -1.3916  2.0410  0.505
H  -4.1271  -2.3050  1.4182  0.513
H  -3.4108  -2.9145  -0.0828  0.238
H  -4.2091  1.2812  -1.3298  0.508
H  -3.1956  0.7468  -2.6793  0.272
O  -2.1732  -4.0586  -1.9824  -0.682
C  -1.0080  -4.3880  -2.6063  0.538
C  -0.9532  -5.6440  -3.2022  -0.675
C  0.1872  -6.0471  -3.8648  -0.431
C  1.2975  -5.2059  -3.9541  -0.775
C  1.2553  -3.9685  -3.3559  -0.903
C  0.1101  -3.5409  -2.6604  0.251
C  0.1650  -2.2530  -1.9844  0.948
O  -0.9003  -1.8739  -1.2527  -0.719
N  1.1625  -1.4465  -2.0135  -1.200
N  0.8629  -0.2964  -1.2899  1.050
C  1.7790  0.6419  -1.4942  0.212
S  1.6267  2.2763  -0.9730  0.160
C  3.3584  2.7021  -1.3183  -0.658
C  3.7716  1.9513  -2.5638  -0.642
S  3.1930  0.2423  -2.3964  0.083
H  -2.1889  -3.1011  -1.8606  0.246
H  -1.8271  -6.2766  -3.1469  0.499
H  0.2136  -7.0227  -4.3305  0.423
H  2.1805  -5.5200  -4.4904  0.442
H  2.1077  -3.3052  -3.4102  0.518
H  3.9683  2.4241  -0.4585  0.268
H  3.4009  3.7813  -1.4602  0.493
H  4.8541  1.9221  -2.6787  0.464
H  3.3293  2.3829  -3.4616  0.347

(3)
A structure of composition C31H29AsHgN5O8S, computed with ωB97M-V with the def2-TZVPD basis set.

## Properties
- electronic energy (Ha) = -4861.8578
- HOMO energy (alpha / beta) (eV) = 0.2 / -1.9
- 2S+1 = 2
- relative energy (zero: lowest compared OMol25 entry of this formula, charge and spin) (kcal per mole) = 3.0
- total charge = -2
- orbital gap (alpha / beta) (eV) = 4.015 / 6.132

Last column: Mulliken spin population.
Atoms and positions in Å:
Hg  0.4605  2.2517  -0.3917  0.017
C  1.2562  1.9115  3.9669  -0.040
C  1.4243  2.1082  2.4852  0.180
N  0.3894  2.5119  1.7431  0.261
N  -0.7958  2.7834  2.3653  -0.061
C  -1.7009  3.3017  1.5546  0.051
O  -1.5862  3.5723  0.3240  0.050
C  -3.0195  3.5874  2.2202  -0.007
C  -3.2481  3.3406  3.5748  0.026
C  -4.4781  3.6244  4.1473  -0.012
C  -5.5067  4.1596  3.3776  0.024
C  -5.2875  4.4043  2.0289  -0.014
C  -4.0543  4.1204  1.4565  0.023
C  2.6714  1.8297  1.8723  0.143
C  3.7571  1.2270  2.5769  0.021
C  4.9222  0.9314  1.9238  0.007
C  5.0513  1.2203  0.5488  0.184
C  3.9526  1.7893  -0.0785  -0.083
N  2.8199  2.0941  0.5317  0.130
H  0.3987  2.4821  4.3127  0.003
H  2.1458  2.2276  4.5152  0.007
H  1.0728  0.8567  4.2071  0.019
H  -2.4408  2.9178  4.1576  0.004
H  -4.6406  3.4238  5.2010  -0.001
H  -6.4696  4.3785  3.8257  0.003
H  -6.0838  4.8151  1.4179  -0.001
H  -3.8579  4.2961  0.4068  0.004
H  3.6477  0.9726  3.6229  0.034
H  5.7370  0.4614  2.4654  0.006
H  5.9516  0.9953  -0.0074  0.023
H  3.9759  2.0063  -1.1442  -0.001
O  2.0339  -0.0437  -2.9679  -0.001
As  1.2119  1.3400  -3.6506  -0.001
O  2.0494  1.9122  -4.9331  0.000
O  0.9752  2.4716  -2.4339  -0.008
C  -0.4877  0.6482  -4.3409  -0.001
C  -0.7440  1.0947  -5.6341  0.000
C  -1.9007  0.7242  -6.3052  0.000
C  -2.8145  -0.1141  -5.6876  0.000
C  -2.5655  -0.5783  -4.4040  0.000
C  -1.4132  -0.2021  -3.7267  0.001
S  -1.1943  -0.8497  -2.0614  -0.010
O  -2.3689  -1.6517  -1.7944  0.001
O  0.0401  -1.6498  -2.1278  0.000
O  -1.0574  0.3410  -1.2388  -0.005
H  1.3733  -0.7001  -2.6408  0.001
H  -0.0045  1.7336  -6.1022  0.000
H  -2.0818  1.0905  -7.3093  0.000
H  -3.7225  -0.4105  -6.2006  0.000
H  -3.2586  -1.2356  -3.8968  0.000
C  2.1787  -4.7921  0.7896  -0.001
N  1.8243  -3.6770  -0.0836  0.001
N  1.0692  -2.7065  0.6036  0.000
C  1.5836  -1.4204  0.3176  0.049
O  1.0480  -0.3878  0.6343  -0.022
C  2.8001  -1.6651  -0.4486  -0.007
C  2.9038  -2.9822  -0.6472  -0.025
C  3.9590  -3.7420  -1.3734  0.001
C  -0.3111  -2.9517  0.7890  0.000
C  -0.9432  -4.0014  0.1298  0.000
C  -2.2938  -4.2313  0.3374  0.000
C  -3.0271  -3.4122  1.1812  0.000
C  -2.3947  -2.3530  1.8165  0.001
C  -1.0409  -2.1232  1.6387  0.002
H  1.2641  -5.2455  1.1685  0.000
H  2.7930  -4.4605  1.6354  0.000
H  2.7201  -5.5383  0.2095  0.000
H  3.4187  -0.8772  -0.8469  0.025
H  4.5777  -3.0452  -1.9350  -0.001
H  3.5078  -4.4503  -2.0703  0.000
H  4.6030  -4.2984  -0.6879  0.001
H  -0.3858  -4.5919  -0.5837  0.000
H  -2.7825  -5.0342  -0.2015  0.000
H  -4.0894  -3.5744  1.3149  0.000
H  -2.9601  -1.6793  2.4478  0.000
H  -0.5572  -1.2818  2.1118  -0.003